Below is a single C3H9NO molecule at a distorted geometry, with properties calculated with wB97M-V/def2-TZVPD.

Computed properties:
Charge: 0
Energy above the lowest of the compared OMol25 structures with the same formula, charge and spin, kJ/mol: 106.6
Orbital gap, eV: 10.292
SMILES: CCNCO

Cartesian coordinates (Å):
1 C 1.83 0.20 0.58
2 C 0.61 0.41 -0.28
3 N -0.22 -0.81 -0.41
4 C -1.61 -0.45 -0.71
5 O -2.33 0.07 0.41
6 H 2.38 1.14 0.67
7 H 2.55 -0.54 0.22
8 H 1.64 -0.13 1.61
9 H 0.05 1.18 0.25
10 H 0.89 0.69 -1.29
11 H -0.28 -1.34 0.45
12 H -2.21 -1.32 -0.96
13 H -1.53 0.28 -1.51
14 H -1.77 0.62 0.98